Below is 2 unconnected molecules or ions with the total composition C7H10S at a distorted geometry, with properties calculated with ωB97M-V/def2-TZVPD.

```
! RIJCOSX wB97M-V def2-TZVPD def2/J DEFGRID3
* xyz 0 1
C 1.100 1.421 -0.639
C 2.354 1.334 -0.151
C 1.136 -0.444 0.730
C 0.395 0.332 -0.071
C 2.532 0.177 0.744
C -2.096 -1.440 -0.079
C -1.952 -0.019 -0.479
S -2.760 1.173 0.496
H 0.539 2.041 -1.342
H 3.141 1.889 -0.380
H 0.904 -1.185 1.344
H 3.149 -0.598 0.280
H 2.696 0.558 1.687
H -2.674 -1.901 -0.921
H -2.760 -1.328 0.834
H -1.161 -2.017 0.123
H -1.858 0.115 -1.488
H -2.179 2.369 -0.094
*
```

Calculated values
Max |F| ... 5.21 eV Å⁻¹
Calculated total energy ... -670.7085 a.u.
Orbital gap (spin up / spin down) ... 8.3 / 8.3 eV
HOMO energy (spin up / spin down) ... -7.674 / -7.676 eV
LUMO (spin up / spin down) ... 0.61 / 0.61 eV
Energy relative to the best compared isomer or geometry (same formula, charge and spin) ... 122.4 kcal/mol